1.
15
Properties=species:S:1:pos:R:3:forces:R:3 method="wB97M-V/def2-TZVPD" charge=0 lumo_ev=0.9 homo_ev=-9.862 smiles=CCC1(Cl)CC1 max_force_ev_per_a=4.5 gap_ev=10.8
C -1.7543 0.3789 0.9540 -0.888 2.669 -2.142
C -0.8904 0.0729 -0.3283 -2.225 3.855 -0.297
C 0.5360 0.3845 -0.1501 2.330 -0.261 -0.412
C 1.3379 -0.8148 0.3105 0.638 2.172 -0.530
C 1.5300 -0.2813 -1.0903 -1.328 -1.328 -0.948
H -1.3597 1.3551 1.4054 -0.963 -1.343 -0.503
H -2.8919 0.4338 0.7029 2.067 0.269 0.287
H -1.6911 -0.3885 1.6423 0.497 -1.582 1.587
H -1.0125 -0.9651 -0.5291 0.000 -0.648 -0.825
H -1.2115 0.7928 -1.2002 -0.043 -1.747 1.378
H 2.0806 -0.6558 1.0618 0.300 -0.445 0.313
H 0.6977 -1.6428 0.2240 -0.176 -1.340 1.014
H 2.4139 0.2098 -1.4429 0.282 0.375 0.346
H 1.1177 -1.0016 -1.8732 0.399 1.311 0.951
Cl 1.0977 2.1223 0.3132 -0.890 -1.956 -0.220



2.
234
Properties=species:S:1:pos:R:3:forces:R:3 method="wB97M-V/def2-TZVPD" charge=0 lumo_ev=0.1 homo_ev=-9.282 max_force_ev_per_a=3.5 gap_ev=9.3
N -6.0052 -1.2065 2.9241 0.641 -0.012 0.474
H -6.2089 -2.0491 3.4492 0.143 -0.209 0.810
H -6.3331 -0.3393 3.3407 0.034 0.035 0.192
H -6.5084 -1.3474 2.0715 -0.293 -0.155 -1.380
H -4.9576 -1.2243 2.7524 -0.378 0.150 -0.390
O 2.9251 1.8818 -3.3081 -0.145 0.014 -0.039
C 2.1069 1.8071 -2.4372 -1.847 -0.799 -0.153
O 0.7897 1.4953 -2.5569 1.771 -0.172 -0.678
B 0.1859 1.2702 -1.2253 0.398 0.752 -0.734
O 1.2021 1.7905 -0.3155 0.779 -0.288 0.430
C 2.3448 2.0012 -0.9514 0.556 0.940 0.949
O 3.3974 2.3722 -0.4715 -0.991 -0.487 -0.226
O -0.2169 -0.1265 -0.9997 -1.069 0.859 0.412
C -1.5525 -0.0981 -0.8992 0.267 -3.488 0.006
O -2.2132 -1.1080 -0.6532 0.471 1.471 0.226
C -2.0677 1.2905 -1.1140 -2.404 0.226 0.834
O -1.0611 2.0585 -1.1762 1.792 1.300 -0.259
O -3.2284 1.6485 -1.1249 0.289 -0.415 0.083
C 6.0921 -8.9802 3.1048 -0.957 1.962 1.666
C 4.9298 -8.0704 3.6766 0.089 -0.441 0.690
O 4.5227 -7.0653 2.7697 0.351 -0.241 -0.490
H 5.8349 -9.3154 2.1448 -0.050 0.083 -1.729
H 6.0969 -9.9103 3.6618 0.597 0.113 0.648
H 7.0157 -8.3370 3.1741 -0.721 -1.261 -0.353
H 5.3625 -7.5468 4.5632 -0.442 -0.557 -0.207
H 4.0136 -8.6488 3.9972 1.103 0.236 -0.228
H 3.5851 -6.8587 2.8723 0.026 -0.061 -0.117
C 1.5768 0.2129 2.5753 -0.299 0.988 0.071
C 2.7828 0.7473 3.3066 -0.053 1.131 -1.011
O 3.8813 0.8887 2.3990 0.173 -1.197 0.806
H 1.9004 -0.5699 1.9420 0.213 -1.154 -0.638
H 1.0857 0.9597 1.9253 0.357 -0.126 0.508
H 0.8480 -0.1452 3.2771 -0.528 -0.329 0.359
H 3.2047 0.1066 4.0361 -0.114 -0.934 0.915
H 2.5107 1.6910 3.8101 0.345 -0.109 -0.227
H 3.7790 1.6443 1.8559 -0.354 1.657 -0.917
C 0.1740 -1.8995 -5.1031 0.936 1.984 -0.033
C 1.7146 -1.8917 -5.0919 -0.076 -1.054 -1.467
O 2.3787 -0.7066 -5.5081 -0.518 0.486 -1.209
H -0.1485 -1.1644 -5.8832 -0.001 -1.078 0.136
H -0.1980 -1.4543 -4.1954 -0.217 0.071 0.563
H -0.2180 -2.9012 -5.1857 -0.144 -0.194 -0.409
H 2.0351 -2.6876 -5.8004 0.063 0.557 0.351
H 2.1452 -2.1281 -4.1593 0.095 -0.647 1.354
H 2.6059 -0.1383 -4.7786 -0.074 0.200 0.727
C -2.1512 4.1473 -3.6782 0.800 -0.110 1.022
C -1.0016 3.5588 -4.4626 -0.292 -0.284 -0.084
O -1.2823 2.2145 -4.7495 -0.720 -1.182 0.069
H -2.0587 3.8041 -2.6382 -0.294 0.106 -0.210
H -3.1557 3.8826 -4.0396 0.481 0.278 -0.231
H -1.9284 5.2143 -3.6773 -0.664 0.219 0.087
H -0.0557 3.5507 -3.8888 -0.306 0.721 -0.311
H -0.9553 4.0736 -5.4183 0.611 0.342 -0.089
H -0.5632 1.8697 -5.2817 0.479 -0.026 -0.326
C 6.9807 3.3831 -3.4033 -0.904 -0.407 -1.371
C 5.8598 4.3287 -3.1386 0.454 1.402 0.195
O 5.2162 4.0972 -1.9131 -0.860 -2.363 1.146
H 7.3739 3.4260 -4.4258 0.220 0.625 0.268
H 6.5584 2.4027 -3.4004 -0.037 -1.108 0.565
H 7.7047 3.5486 -2.6507 1.044 -0.288 0.583
H 5.0799 4.3640 -3.8625 -0.312 -0.071 -1.183
H 6.3256 5.3385 -3.0656 -0.675 -0.362 0.023
H 4.8072 3.1584 -1.7930 0.948 2.209 -0.584
C 7.0444 -1.0168 -4.9575 1.722 -0.539 -0.431
C 5.5821 -1.1100 -5.2770 -1.411 -2.089 0.135
O 5.2386 -1.5144 -6.6221 -0.553 1.555 -0.238
H 7.2091 -0.9581 -3.8660 -0.163 -0.012 -0.470
H 7.4990 -0.1513 -5.4166 -0.135 0.761 0.030
H 7.7598 -1.7945 -5.3692 -1.443 0.137 0.557
H 5.0663 -0.2071 -5.0312 -0.057 0.978 0.076
H 5.0679 -1.8627 -4.6184 0.672 0.354 -0.245
H 4.4815 -0.9286 -6.9235 1.322 -1.167 0.681
C 7.5515 2.3786 1.9899 0.914 0.152 0.144
C 8.3450 1.1980 1.3663 -0.569 0.006 1.895
O 8.2848 0.0274 2.1678 -0.295 -0.798 0.907
H 7.6541 3.2587 1.3282 -0.051 -0.216 0.387
H 7.8421 2.6462 3.0429 0.220 -0.311 -1.067
H 6.5080 2.1261 2.0619 -0.554 -0.244 -0.219
H 9.4111 1.4281 1.2479 -0.362 0.030 -0.264
H 7.8507 0.8452 0.5052 -0.188 0.609 -1.913
H 7.4311 -0.4399 2.0190 0.687 0.684 -0.001
C -2.9184 0.0448 4.0048 -0.978 0.048 -0.569
C -2.8299 0.0750 2.4812 0.535 0.684 -0.435
O -3.3648 -1.1724 2.0992 -0.488 -1.022 -0.895
H -4.0110 0.0416 4.2128 0.707 -0.037 0.535
H -2.4672 0.9111 4.4746 0.019 0.046 0.036
H -2.4530 -0.8974 4.3574 -0.333 0.625 -0.181
H -1.7676 0.1270 2.1994 -0.256 0.192 -0.169
H -3.4092 0.8655 1.8973 0.818 -0.400 1.223
H -3.2100 -1.3219 1.1450 -0.107 0.214 0.370
C -6.3599 2.6256 -2.1555 0.720 -0.604 -0.803
C -6.4960 1.2264 -1.6317 0.431 -1.027 0.315
O -5.9053 1.0469 -0.2934 -0.099 0.792 -1.304
H -6.5878 3.3221 -1.4065 -0.877 1.059 1.144
H -6.9806 2.8049 -3.0495 0.401 -0.116 0.328
H -5.3062 2.8194 -2.3348 0.182 0.008 -0.566
H -6.0748 0.4779 -2.3270 0.307 0.381 0.310
H -7.5277 0.9313 -1.5748 -0.645 -0.016 0.499
H -5.0698 1.5629 -0.3074 -0.213 -0.591 -0.063
C -11.6794 -1.1715 2.4370 0.340 1.278 -0.290
C -10.9733 -2.3560 1.8398 0.428 0.418 -0.744
O -9.5436 -2.1664 1.8929 0.031 -0.589 0.421
H -11.2206 -0.2772 1.9385 -0.770 -0.393 0.316
H -11.4954 -1.0394 3.4960 0.198 -0.230 0.313
H -12.7667 -1.1574 2.3141 0.238 -0.107 -0.300
H -11.1932 -2.3669 0.7311 -0.347 -0.759 1.261
H -11.1756 -3.2620 2.4371 -0.046 0.118 -0.884
H -9.3223 -1.2336 1.9285 -0.166 0.236 -0.085
C 5.5000 4.7477 3.8736 0.420 -0.796 -0.925
C 4.5295 3.6199 3.6063 -0.061 0.699 -0.606
O 3.9767 3.8329 2.2872 -0.275 -0.749 -0.008
H 5.9373 4.6510 4.8400 0.185 0.293 0.954
H 5.0377 5.6930 3.6673 -0.257 0.599 0.324
H 6.3335 4.6475 3.1637 -0.136 0.007 0.141
H 3.6520 3.6690 4.2877 0.641 -0.237 -0.338
H 5.0689 2.6551 3.6902 -0.619 0.315 -0.060
H 4.6194 4.1339 1.6026 -0.272 0.074 0.648
C 3.7072 2.4063 -6.3861 0.014 -0.171 0.431
C 2.2741 2.9980 -6.4230 2.174 -0.943 0.402
O 1.2634 2.0466 -6.4370 -0.947 -1.992 0.187
H 3.9411 1.8397 -7.2739 -0.223 -0.471 -0.400
H 3.8311 1.7605 -5.4994 -0.120 0.231 -0.396
H 4.5379 3.1277 -6.3444 -0.623 0.291 0.165
H 2.1618 3.5481 -7.3142 -0.104 1.163 -0.938
H 2.1755 3.5895 -5.5443 -0.248 0.904 0.651
H 1.5849 1.1289 -6.2851 0.029 0.777 -0.085
C 1.7884 -4.0362 -1.9853 -0.441 -0.641 1.527
C 1.9619 -3.7497 -0.4952 0.952 0.082 0.819
O 0.8355 -4.2071 0.2540 1.603 -1.173 0.269
H 2.6907 -3.7379 -2.4731 0.596 -0.141 -0.670
H 0.9572 -3.4563 -2.3665 -0.159 0.094 -0.215
H 1.5573 -5.1294 -2.0533 0.369 0.924 -0.356
H 2.1970 -2.6978 -0.2132 -0.458 -0.260 -0.625
H 2.8316 -4.2746 -0.0477 -0.446 -0.133 -0.650
H 0.1709 -3.5707 0.1547 -1.910 1.297 -0.123
C -5.1984 -6.2267 4.0239 0.964 1.383 0.501
C -5.5372 -4.7972 3.4801 -0.084 -1.336 -1.431
O -4.9851 -3.7060 4.1394 -0.570 0.710 1.043
H -5.0852 -6.8736 3.1563 -0.446 -0.369 0.200
H -5.9626 -6.5461 4.7655 0.714 -0.092 -0.564
H -4.1662 -6.1934 4.4874 -1.182 -0.064 -0.231
H -6.6305 -4.7029 3.4568 0.144 0.229 0.167
H -5.2184 -4.7334 2.4166 -0.163 -0.256 0.373
H -4.0517 -3.6267 3.9009 0.530 -0.065 -0.220
C 2.5746 -3.3202 3.5923 0.500 1.662 2.068
C 3.2388 -4.3449 2.7513 -0.138 -0.589 1.102
O 2.2832 -5.3413 2.4348 -1.236 0.843 -1.728
H 2.5446 -3.7158 4.6334 -0.494 0.161 -0.608
H 1.5670 -3.1275 3.2412 -0.208 0.226 -0.015
H 3.1151 -2.3346 3.7426 -0.421 -1.036 -0.663
H 3.9956 -4.8266 3.3407 0.516 -0.252 0.123
H 3.7292 -3.9579 1.9035 0.464 0.575 -1.349
H 1.6640 -4.8740 1.7664 0.897 -1.391 1.223
C -4.0957 0.0868 -4.4670 0.624 0.004 0.037
C -2.9648 -0.8213 -3.8427 0.574 1.518 -0.422
O -1.8998 -0.0367 -3.2617 0.122 -0.851 0.489
H -4.2150 1.1276 -4.0353 0.553 -1.333 -0.108
H -5.0582 -0.4142 -4.3509 -0.028 -0.056 -0.151
H -3.8887 0.2116 -5.5392 -0.188 0.049 0.279
H -2.4768 -1.5309 -4.6066 -1.070 0.918 0.987
H -3.3364 -1.3819 -2.9718 -0.033 0.056 -0.537
H -1.6179 0.8194 -3.6285 -0.620 0.029 -1.120
C 4.4617 -0.6164 -1.3697 1.144 1.861 0.964
C 5.2459 -1.4451 -0.3715 -0.706 -2.553 0.154
O 5.4092 -0.8175 0.8816 -1.041 0.600 -0.192
H 3.4414 -0.4259 -0.9648 0.599 -0.071 -0.449
H 4.4404 -0.9988 -2.3772 -0.156 -0.449 -0.249
H 5.0578 0.3595 -1.4096 -1.192 -0.896 -0.106
H 6.2211 -1.7839 -0.7301 0.176 0.663 -0.109
H 4.7469 -2.4657 -0.2267 0.143 1.099 -0.046
H 4.5394 -0.3872 1.1300 1.349 -0.388 0.146
C -1.3437 -3.2486 5.4648 0.564 0.607 -0.282
C -1.3914 -4.2576 4.3353 -1.407 0.477 0.532
O -2.3241 -3.5893 3.3655 1.638 -1.324 0.399
H -2.3378 -2.9251 5.7306 -0.499 0.063 -0.154
H -0.8093 -2.4135 5.0497 0.154 0.804 0.029
H -0.8681 -3.4539 6.4149 0.369 -0.843 -0.048
H -1.8636 -5.1452 4.7574 -0.087 -0.363 -0.583
H -0.4079 -4.5234 3.9263 -0.388 0.304 -0.191
H -2.0771 -3.8563 2.4603 -0.285 0.068 0.288
C -1.3578 3.7425 4.2370 0.389 1.202 0.134
C -1.6894 3.8486 2.7837 0.128 -0.999 0.027
O -0.8770 2.9149 2.0683 -0.823 0.237 -0.257
H -1.4247 2.7450 4.6022 -0.248 -0.867 0.119
H -2.0463 4.3736 4.7815 -0.115 0.210 0.509
H -0.3396 4.0629 4.4222 0.240 0.231 0.104
H -1.6219 4.8482 2.3861 0.552 0.526 -0.073
H -2.7536 3.6448 2.7153 -0.307 -0.665 -0.569
H -0.1909 3.4336 1.6099 0.088 -0.091 0.039
C 0.2089 5.8709 -0.4232 1.755 0.475 0.394
C 1.5053 5.3681 0.2708 -0.569 0.773 -1.243
O 1.1700 4.4850 1.3138 0.864 -0.677 0.434
H -0.4391 5.0564 -0.3049 -1.363 -1.164 -0.468
H 0.3345 6.2038 -1.4713 0.076 -0.478 0.545
H -0.1983 6.6906 0.1267 -0.392 0.652 0.412
H 2.0929 6.1786 0.6589 0.328 0.555 0.220
H 2.1070 4.9075 -0.5003 0.381 -0.551 -0.097
H 2.0124 4.0705 1.6387 -0.693 0.509 -0.191
C -2.0495 -3.8742 -2.3346 -1.496 0.210 1.064
C -2.8248 -4.4269 -1.0889 0.442 -1.167 -1.240
O -2.3256 -3.9038 0.1498 -0.595 0.598 -0.806
H -1.0521 -4.2005 -2.3337 1.426 -0.364 0.168
H -2.0919 -2.7864 -2.2905 0.251 -0.075 -0.008
H -2.4690 -4.1604 -3.2953 -0.402 -0.260 0.059
H -2.7082 -5.5137 -0.9786 0.173 0.208 -0.255
H -3.9022 -4.3048 -1.3125 0.324 0.435 0.749
H -2.2538 -2.9542 -0.0343 0.152 0.183 0.276
C 6.2123 7.4011 1.1594 0.634 0.682 -1.279
C 6.3322 6.0271 0.5380 -0.153 -0.456 1.887
O 5.0874 5.4747 0.2572 -1.209 1.087 1.914
H 7.2237 7.6119 1.5341 -0.301 0.415 0.028
H 5.4988 7.4885 1.9729 -0.098 -0.264 -0.003
H 5.9554 8.1292 0.3492 0.127 -0.320 0.832
H 6.7915 5.3828 1.3243 0.364 0.261 -0.762
H 6.9162 6.0560 -0.3627 0.681 0.030 -0.332
H 5.1533 4.9571 -0.5152 0.021 -1.214 -1.972
C -5.4407 -2.1410 -0.7781 1.167 1.921 -1.991
C -6.8143 -2.6098 -0.5649 -0.499 -2.248 -2.227
O -7.0918 -2.7232 0.7902 0.521 0.105 0.936
H -5.2808 -1.1046 -0.4181 -0.131 -0.598 -0.020
H -5.0687 -2.1155 -1.8815 -1.000 -0.289 1.794
H -4.8416 -2.8064 -0.2528 1.656 -1.008 0.963
H -6.9748 -3.5971 -1.1364 0.314 0.925 1.048
H -7.4578 -1.9592 -1.0751 -1.497 1.273 -0.441
H -7.9643 -3.0868 0.9473 -0.462 0.133 0.031
C -8.7390 3.3349 2.1962 0.975 0.962 1.258
C -8.4355 2.0281 1.4902 -1.153 -0.740 -0.859
O -7.2360 1.4552 1.9701 0.075 -0.314 0.125
H -9.5284 3.3087 2.9496 -0.158 -0.452 -0.190
H -8.9894 4.1554 1.5428 -0.071 0.154 -0.461
H -7.8498 3.6865 2.7970 -0.620 -0.506 -0.841
H -8.4309 2.1187 0.3445 0.237 0.119 1.593
H -9.2620 1.2995 1.7065 0.371 0.515 -0.218
H -6.7497 1.1587 1.1798 0.288 0.196 -0.164